No. 1
This record from the OMol25 dataset describes the molecule C27H35FN4O2S. The level of theory is ωB97M-V/def2-TZVPD.

```
! wB97M-V def2-TZVPD RIJCOSX def2/J DEFGRID3
* xyz 0 1
C -6.750 -1.594 -0.489
H -6.101 -2.164 -1.150
H -7.706 -1.444 -0.983
H -6.925 -2.173 0.414
C -6.119 -0.240 -0.179
N -4.720 -0.353 0.206
C -4.028 0.927 0.144
H -3.072 0.809 0.660
C -3.746 1.379 -1.296
H -4.620 1.865 -1.730
H -2.940 2.112 -1.265
C -3.338 0.218 -2.211
N -2.344 -0.637 -1.605
C -1.024 -0.492 -1.823
O -0.561 0.268 -2.648
C -0.149 -1.402 -0.953
C -0.129 -0.887 0.491
C 0.854 -1.702 1.331
N 2.179 -1.635 0.752
C 3.112 -0.858 1.352
O 2.898 -0.305 2.423
C 4.422 -0.720 0.680
C 5.272 -1.683 0.162
C 6.415 -0.999 -0.266
C 6.232 0.362 0.005
N 5.019 0.516 0.595
C 4.486 1.749 1.120
C 3.106 2.072 0.603
C 2.792 1.928 -0.743
C 1.528 2.245 -1.214
C 0.587 2.709 -0.314
C 0.871 2.857 1.032
C 2.136 2.533 1.484
H 2.368 2.625 2.533
H 0.108 3.213 1.706
F -0.651 3.025 -0.751
H 1.256 2.119 -2.250
H 3.541 1.563 -1.431
H 5.181 2.548 0.839
H 4.448 1.685 2.213
C 7.320 1.170 -0.396
C 8.299 0.414 -0.955
S 7.946 -1.287 -1.018
H 9.238 0.749 -1.348
H 7.384 2.237 -0.282
H 5.103 -2.742 0.139
C 2.235 -2.169 -0.589
C 1.274 -1.416 -1.507
H 1.609 -0.384 -1.614
H 1.281 -1.872 -2.498
H 1.958 -3.229 -0.545
H 3.246 -2.088 -0.981
H 0.540 -2.751 1.370
H 0.916 -1.304 2.345
H 0.185 0.159 0.499
H -1.123 -0.949 0.939
H -0.567 -2.415 -0.968
H -2.682 -1.209 -0.848
H -2.907 0.613 -3.133
H -4.208 -0.397 -2.447
H -4.585 1.727 0.659
C -4.497 -1.065 1.453
C -5.062 -0.424 2.725
H -4.658 0.576 2.865
H -4.790 -1.029 3.587
H -6.146 -0.360 2.683
H -3.413 -1.177 1.575
H -4.916 -2.068 1.340
H -6.151 0.368 -1.085
H -6.718 0.282 0.585
*
```

Computed properties:
SMILES: CCN(CC)CCCNC(=O)C1CCN(C(=O)c2cc3sccc3n2Cc2ccc(F)cc2)CC1
Highest occupied orbital energy: -7.86 eV
Molar mass: 498.67 g mol⁻¹
Lowest unoccupied orbital energy: 0.648 eV


No. 2
This record from the OMol25 dataset describes a 3-piece molecular cluster, C27H35INO8 overall. The level of theory is ωB97M-V/def2-TZVPD.

```
! wB97M-V def2-TZVPD RIJCOSX def2/J DEFGRID3
* xyz -1 1
C 2.157 -1.921 0.816
C 2.357 -2.157 -0.727
O 2.203 -3.253 -1.168
O 2.746 -1.046 -1.448
C 4.115 -1.107 -1.855
C 5.162 -1.171 -0.686
C 5.819 0.217 -0.287
C 5.419 0.684 1.170
C 4.607 2.034 1.229
C 3.514 2.208 0.099
C 2.168 2.876 0.624
C 0.954 1.859 0.632
N -0.068 2.233 -0.352
C -0.955 1.103 -0.694
C -1.376 0.246 0.538
C -2.590 -0.720 0.267
C -2.065 -2.187 0.504
I -4.368 -0.271 1.436
C -0.415 0.263 -1.906
O -0.893 -0.858 -2.196
O 0.511 0.745 -2.658
H 1.086 -1.889 1.104
H 2.715 -2.718 1.354
H 2.651 -0.951 1.084
H 4.313 -0.154 -2.410
H 4.315 -1.919 -2.602
H 4.787 -1.639 0.250
H 5.999 -1.824 -1.054
H 6.928 0.045 -0.277
H 5.637 0.996 -1.059
H 4.920 -0.132 1.752
H 6.383 0.886 1.711
H 5.285 2.922 1.150
H 4.071 2.048 2.214
H 3.241 1.187 -0.259
H 3.935 2.774 -0.765
H 1.924 3.704 -0.090
H 2.373 3.264 1.647
H 1.321 0.804 0.554
H 0.501 1.965 1.658
H 0.365 2.617 -1.192
H -1.902 1.585 -1.072
H -0.550 -0.335 1.005
H -1.710 0.976 1.326
H -2.876 -0.635 -0.802
H -1.507 -2.218 1.478
H -2.897 -2.923 0.472
H -1.326 -2.473 -0.288
C -1.929 5.434 -2.264
C -3.195 5.844 -2.229
C -3.695 6.703 -1.131
O -4.851 7.077 -1.097
C -2.732 7.090 -0.074
C -1.465 6.681 -0.109
C -0.965 5.822 -1.207
O 0.186 5.450 -1.241
H -1.546 4.804 -3.057
H -3.912 5.571 -2.992
H -3.115 7.719 0.719
H -0.748 6.953 0.656
C -4.039 -7.403 1.866
C -3.884 -6.107 1.602
C -4.918 -5.344 0.864
O -4.776 -4.166 0.622
C -6.131 -6.078 0.433
C -6.286 -7.374 0.698
C -5.252 -8.136 1.436
O -5.394 -9.318 1.679
H -3.295 -7.977 2.403
H -3.004 -5.555 1.909
H -6.876 -5.504 -0.104
H -7.165 -7.926 0.391
*
```

Computed properties:
Highest occupied orbital energy: -4.14 eV
Molar mass: 628.48 g mol⁻¹
Lowest unoccupied orbital energy: 0.124 eV


No. 3
This record from the OMol25 dataset describes C27H35N2OOs as an isolated structure. The level of theory is ωB97M-V/def2-TZVPD.

```
! wB97M-V def2-TZVPD RIJCOSX def2/J DEFGRID3
* xyz 1 5
C 0.962 -2.030 0.665
C 1.445 -1.284 -0.445
C 0.554 -1.501 -1.555
C -0.484 -2.382 -1.110
C -0.265 -2.666 0.278
Os -0.806 -0.574 -0.006
C -3.572 0.886 -1.059
C -2.752 0.352 0.089
H -2.740 1.011 0.987
C -2.676 -1.085 0.319
H -3.190 -1.685 -0.425
H -2.901 -1.501 1.310
C -3.385 2.762 -1.309
H -2.703 3.209 -0.568
H -3.007 3.109 -2.295
H -4.439 3.179 -1.169
C -2.947 0.196 -2.619
H -1.934 -0.270 -2.522
H -3.645 -0.582 -2.993
H -2.789 0.989 -3.389
C 2.742 -0.556 -0.462
H 2.909 -0.027 0.481
H 3.577 -1.254 -0.622
H 2.758 0.212 -1.253
C 0.829 -1.114 -2.979
H 1.354 -0.155 -3.021
H 1.465 -1.877 -3.463
H -0.095 -1.033 -3.557
C -1.476 -3.110 -1.983
H -1.612 -2.589 -2.936
H -1.136 -4.139 -2.181
H -2.449 -3.182 -1.486
C -0.980 -3.716 1.091
H -2.033 -3.784 0.810
H -0.517 -4.702 0.935
H -0.925 -3.487 2.162
C 1.713 -2.298 1.932
H 1.037 -2.507 2.769
H 2.349 -3.186 1.792
H 2.366 -1.461 2.205
C 1.895 2.080 -1.409
C 0.608 2.312 -1.698
C 2.962 2.777 -2.218
C 0.356 2.736 -3.272
H -0.501 2.060 -1.348
C 2.740 3.195 -3.352
H 4.016 2.895 -1.204
C 1.400 3.133 -3.967
H -0.733 2.692 -3.758
H 3.658 3.688 -3.912
H 1.397 3.329 -5.057
N 2.701 2.054 5.203
C 2.394 1.728 3.919
O 3.224 1.871 2.980
C 1.063 1.091 3.676
C 0.225 0.656 4.714
C -0.899 -0.087 4.378
C -1.141 -0.423 3.045
N -0.397 0.069 2.031
C 0.704 0.821 2.348
H 3.545 2.578 5.367
H 2.006 2.087 5.937
H 0.439 0.868 5.763
H -1.611 -0.454 5.111
H -1.949 -1.105 2.804
H 1.298 1.185 1.501
*
```

Computed properties:
<S²>: 6.0370
Highest occupied orbital energy (spin up / spin down): -9.77 / -11.74 eV
Molar mass: 593.82 g mol⁻¹
Lowest unoccupied orbital energy (spin up / spin down): -3.362 / -4.114 eV


No. 4
This record from the OMol25 dataset describes the molecule C27H35N3O4S. The level of theory is ωB97M-V/def2-TZVPD.

```
! wB97M-V def2-TZVPD RIJCOSX def2/J DEFGRID3
* xyz 0 1
C -1.299 -1.146 6.115
C -0.924 -0.254 4.970
C -1.729 -0.186 3.839
C -1.410 0.636 2.775
C -0.260 1.416 2.829
C 0.549 1.364 3.960
C 0.218 0.535 5.014
H 0.858 0.504 5.884
H 1.439 1.975 4.006
N 0.124 2.268 1.784
C -0.147 2.100 0.467
O -0.856 1.234 -0.004
C 0.576 3.100 -0.406
H 0.272 4.121 -0.178
H 0.412 2.881 -1.458
S 2.408 3.079 -0.108
O 2.531 3.558 1.282
C 2.631 1.247 0.060
C 2.204 0.595 -1.234
O 2.116 1.279 -2.248
N 1.968 -0.722 -1.172
C 1.849 -1.374 0.095
C 0.589 -1.524 0.660
C 0.465 -2.130 1.895
C 1.583 -2.591 2.583
C 2.832 -2.455 1.993
C 2.971 -1.854 0.754
H 3.946 -1.752 0.300
H 3.710 -2.818 2.507
C 1.426 -3.204 3.939
H 0.664 -3.980 3.921
H 2.361 -3.637 4.285
H 1.110 -2.442 4.651
H -0.513 -2.238 2.338
H -0.277 -1.147 0.139
C 1.711 -1.577 -2.334
C 2.714 -1.338 -3.460
H 2.638 -0.325 -3.844
H 3.729 -1.500 -3.100
H 2.512 -2.039 -4.266
H 1.822 -2.605 -1.973
C 0.266 -1.473 -2.868
O -0.415 -2.470 -3.003
N -0.119 -0.236 -3.194
H 0.514 0.538 -3.033
C -1.450 0.059 -3.694
C -1.462 1.462 -4.291
C -2.853 1.808 -4.816
C -3.885 1.701 -3.698
C -3.878 0.295 -3.105
C -2.492 -0.060 -2.578
H -2.485 -1.083 -2.202
H -2.216 0.606 -1.759
H -4.607 0.228 -2.296
H -4.167 -0.423 -3.876
H -4.878 1.939 -4.085
H -3.647 2.424 -2.914
H -2.850 2.819 -5.229
H -3.117 1.119 -5.621
H -0.727 1.530 -5.095
H -1.183 2.177 -3.512
H -1.681 -0.684 -4.468
H 3.702 1.103 0.215
H 2.101 0.886 0.940
H 0.886 2.911 2.005
H -2.042 0.670 1.904
H -2.627 -0.786 3.790
H -1.578 -2.136 5.758
H -2.155 -0.732 6.647
H -0.476 -1.245 6.820
*
```

Computed properties:
Highest occupied orbital energy: -8.55 eV
Molar mass: 497.66 g mol⁻¹
Lowest unoccupied orbital energy: 0.549 eV